Below is a 4-piece molecular cluster, C3H13NO4 overall, with properties calculated with ωB97M-V/def2-TZVPD.

Bonds (Å) are listed after each position.
CARTESIAN COORDINATES (ANGSTROEM)
1 C 2.08498 1.28289 0.00330  C2 1.502, H6 1.110, H7 1.092, H8 1.102
2 C 0.71604 0.66755 0.05864  C1 1.502, N3 1.327, O5 1.249
3 N 0.65605 -0.65842 0.07640  C2 1.327, C4 1.476, H9 1.040
4 C 1.81674 -1.56953 0.09746  N3 1.476, H10 1.079, H11 1.075, H12 1.080
5 O -0.31503 1.37193 0.05598  C2 1.249
6 H 2.60319 1.11165 -0.96272  C1 1.110
7 H 2.76964 0.93354 0.77942  C1 1.092
8 H 1.91744 2.37073 0.04853  C1 1.102
9 H -0.30788 -1.04824 0.04508  N3 1.040
10 H 2.37724 -1.34511 -0.79647  C4 1.079
11 H 2.38601 -1.34935 0.98241  C4 1.075
12 H 1.44223 -2.57975 0.02901  C4 1.080
13 H -2.28278 -1.00221 0.66809  O15 0.975
14 H -2.25876 -1.12734 -0.82343  O15 0.968
15 O -1.94805 -1.59097 -0.03265  H13 0.975, H14 0.968
16 H -1.80638 0.77997 -2.73488  O18 0.973
17 H -1.52052 1.01572 -1.23665  O18 0.978
18 O -2.11468 0.53407 -1.84582  H16 0.973, H17 0.978
19 H -2.19393 0.67685 2.61483  O21 0.959
20 H -1.62548 0.98963 1.28587  O21 0.980
21 O -2.39608 0.53638 1.68761  H19 0.959, H20 0.980

Calculated values
* ΔE to the lowest compared entry with this formula, charge and spin: 0.068 eV
* SMILES: CNC(C)=O.O.O.O
* HOMO level: -10.0 eV

=====

Below is a 4-piece molecular cluster, C3H13NO4 overall, with properties calculated with ωB97M-V/def2-TZVPD.

Bonds (Å) are listed after each position.
CARTESIAN COORDINATES (ANGSTROEM)
1 C -0.29724 -0.83226 -0.37060  C2 1.511, N5 1.566, H6 1.112, H7 1.162
2 C -0.53610 0.54966 -0.93387  C1 1.511, C3 1.477, H8 1.179, H9 1.155
3 C -0.58709 0.58270 -2.41003  C2 1.477, O4 1.304, H10 1.207
4 O 0.49302 0.69122 -3.13298  C3 1.304
5 N 0.50788 -0.76282 0.97118  C1 1.566, H11 0.980, H12 1.076
6 H 0.13361 -1.69231 -0.92870  C1 1.112
7 H -1.26306 -1.42796 -0.12086  C1 1.162
8 H 0.37991 1.22634 -0.62870  C2 1.179
9 H -1.35636 1.10160 -0.33695  C2 1.155
10 H -1.62172 0.55520 -3.03068  C3 1.207
11 H 1.48376 -0.68703 1.02118  N5 0.980
12 H 0.07909 0.13122 1.39013  N5 1.076
13 H -1.45109 1.92127 3.21086  O15 0.949
14 H -1.48252 0.77771 2.21673  O15 0.949
15 O -0.99041 1.54926 2.46910  H13 0.949, H14 0.949
16 H 2.01984 0.26999 -1.83577  O18 0.976
17 H 3.49606 0.38284 -1.14976  O18 0.926
18 O 2.57977 0.31465 -1.03702  H16 0.976, H17 0.926
19 H -0.34826 -2.21838 2.86194  O21 0.985
20 H -1.37836 -1.26495 2.42862  O21 0.932
21 O -1.29782 -1.99718 2.99976  H19 0.985, H20 0.932

Calculated values
* ΔE to the lowest compared entry with this formula, charge and spin: 3.477 eV
* SMILES: NCCC=O.O.O.O
* HOMO level: -9.5 eV

=====

Below is a 4-piece molecular cluster, C3H13O4S overall, with properties calculated with ωB97M-V/def2-TZVPD.

Bonds (Å) are listed after each position.
CARTESIAN COORDINATES (ANGSTROEM)
1 C 1.15631 0.96410 -1.29677  O2 1.263, C3 1.611, H6 1.053, H7 1.197
2 O 1.95811 1.55593 -0.52052  C1 1.263, H16 1.001
3 C 0.86026 -0.59841 -1.03635  C1 1.611, C4 1.541, H8 1.080, H9 1.078
4 C 1.78204 -1.14668 0.07068  C3 1.541, S5 1.942, H10 1.030, H11 1.059
5 S 0.91228 -0.59618 1.71803  C4 1.942
6 H 1.46935 1.04188 -2.29886  C1 1.053
7 H 0.06753 1.46154 -1.32760  C1 1.197
8 H -0.14654 -0.63087 -0.64653  C3 1.080
9 H 0.85104 -1.15630 -1.95846  C3 1.078
10 H 2.70392 -0.69283 0.14509  C4 1.030
11 H 1.93836 -2.19402 0.06093  C4 1.059
12 H -1.01176 1.82201 0.69893  O18 0.940
13 H -1.07177 -2.05540 -0.13179  O15 0.943
14 H -2.44316 -1.76273 0.38392  O15 0.927
15 O -1.98475 -2.04932 -0.36926  H13 0.943, H14 0.927
16 H 1.92845 1.03239 0.33195  O2 1.001
17 H -1.23671 1.07196 1.98222  O18 1.023
18 O -1.65800 1.24798 1.06708  H12 0.940, H17 1.023
19 H -3.14512 0.76814 -0.56697  O21 0.940
20 H -2.25802 0.33601 -1.58820  O21 0.961
21 O -2.69458 1.14329 -1.30211  H19 0.940, H20 0.961

Calculated values
* ΔE to the lowest compared entry with this formula, charge and spin: 1.708 eV
* charge: -1
* HOMO level: -3.2 eV

=====

Below is a 4-piece molecular cluster, C3H13O5 overall, with properties calculated with ωB97M-V/def2-TZVPD.

Bonds (Å) are listed after each position.
CARTESIAN COORDINATES (ANGSTROEM)
1 C 1.12661 0.51900 -1.09612  O2 1.449, C3 1.546, H6 1.094, H7 1.091
2 O 0.47364 1.78643 -1.35584  C1 1.449, H19 0.986
3 C 1.71862 0.52167 0.33256  C1 1.546, C4 1.529, H8 1.093, H9 1.088
4 C 0.75456 0.08785 1.43725  C3 1.529, O5 1.443, H10 1.083, H11 1.088
5 O 1.11292 -1.20773 1.96239  C4 1.443, H12 0.955
6 H 0.32200 -0.21808 -1.17210  C1 1.094
7 H 1.92966 0.51493 -1.83398  C1 1.091
8 H 2.03948 1.54286 0.55255  C3 1.093
9 H 2.58998 -0.12417 0.42426  C3 1.088
10 H 0.88228 0.68609 2.33128  C4 1.083
11 H -0.29520 0.09797 1.15260  C4 1.088
12 H 0.89259 -1.84842 1.28902  O5 0.955
13 H -0.54334 -2.85804 -1.24390  O15 0.973
14 H -1.04574 -1.82579 -0.30618  O15 1.011
15 O -0.52809 -2.69451 -0.28483  H13 0.973, H14 1.011
16 H -1.83097 0.68603 -0.29916  O21 1.133
17 H -2.77083 -0.74556 -0.12004  O18 0.987
18 O -1.98077 -0.56592 -0.68294  H17 0.987
19 H -0.38917 1.80113 -0.87849  O2 0.986
20 H -2.63454 2.09986 -0.31372  O21 0.980
21 O -1.82369 1.74441 0.10539  H16 1.133, H20 0.980

Calculated values
* ΔE to the lowest compared entry with this formula, charge and spin: 0.022 eV
* charge: -1
* HOMO level: -5.3 eV

=====

Below is a 3-piece molecular cluster, C3H14N2O overall, with properties calculated with ωB97M-V/def2-TZVPD.

Bonds (Å) are listed after each position.
CARTESIAN COORDINATES (ANGSTROEM)
1 C -1.44080 -1.26920 -1.13930  C2 1.537, N5 1.571, H6 1.080, H7 1.098
2 C -1.20656 -0.17935 -0.08171  C1 1.537, C3 1.494, H8 1.161, H9 1.087
3 C -0.82059 -0.88044 1.17938  C2 1.494, H10 1.075, H11 1.099
4 N -1.13191 0.65693 2.46702  H12 1.078, H13 1.008, H14 1.015
5 N -0.76499 -2.65068 -0.81916  C1 1.571, H15 1.029, H16 1.038, H17 1.026
6 H -1.11673 -0.88159 -2.09400  C1 1.080
7 H -2.47735 -1.61239 -1.25687  C1 1.098
8 H -2.25390 0.10500 0.32964  C2 1.161
9 H -0.79995 0.72502 -0.52625  C2 1.087
10 H -1.48867 -1.49588 1.75436  C3 1.075
11 H 0.18352 -1.15722 1.53107  C3 1.099
12 H -1.77956 1.43843 2.82976  N4 1.078
13 H -1.55250 -0.06546 3.03039  N4 1.008
14 H -0.32345 1.26999 2.43732  N4 1.015
15 H 0.20964 -2.41843 -0.58387  N5 1.029
16 H -0.81144 -3.41234 -1.52341  N5 1.038
17 H -1.10701 -3.25660 -0.06523  N5 1.026
18 H 4.64601 4.75088 -1.85979  O20 0.966
19 H 5.58222 3.64591 -1.66982  O20 0.966
20 O 4.62860 3.80249 -1.67476  H18 0.966, H19 0.966

Calculated values
* ΔE to the lowest compared entry with this formula, charge and spin: 5.052 eV
* charge: +2
* HOMO level: -15.2 eV

=====

Below is a 3-piece molecular cluster, C3H14N2O2 overall, with properties calculated with ωB97M-V/def2-TZVPD.

Bonds (Å) are listed after each position.
CARTESIAN COORDINATES (ANGSTROEM)
1 N 1.37901 -1.84620 0.20637  C2 1.483, H6 1.012, H7 1.014
2 C 0.42180 -0.72576 0.04061  N1 1.483, C3 1.525, C4 1.496, H8 1.089
3 C 0.13716 -0.09756 1.40087  C2 1.525, H9 1.089, H10 1.093, H11 1.095
4 C -0.79101 -1.25653 -0.65589  C2 1.496, N5 1.528, H12 1.092, H13 1.089
5 N -1.78237 -0.11002 -0.85331  C4 1.528, H14 1.025, H15 1.013
6 H 2.22190 -1.60406 -0.29826  N1 1.012
7 H 1.62587 -1.95423 1.18419  N1 1.014
8 H 0.91636 0.02602 -0.57183  C2 1.089
9 H -0.51259 0.77234 1.32352  C3 1.089
10 H 1.09020 0.25583 1.80346  C3 1.093
11 H -0.28380 -0.82429 2.10291  C3 1.095
12 H -0.51599 -1.65880 -1.63314  C4 1.092
13 H -1.36956 -1.99554 -0.10433  C4 1.089
14 H -1.47147 0.31445 -1.73342  N5 1.025
15 H -2.60454 -0.58708 -1.20335  N5 1.013
16 H 2.43303 1.83001 0.07479  O18 0.983
17 H 3.85654 1.07193 -0.01138  O18 0.980
18 O 2.94927 1.12588 -0.37683  H16 0.983, H17 0.980
19 H -2.25169 1.71146 -0.11285  O21 0.969
20 H -2.66895 3.05653 -0.68260  O21 0.970
21 O -2.77918 2.49560 0.10047  H19 0.969, H20 0.970

Calculated values
* expectation value of S²: 0.750
* multiplicity: 2
* ΔE to the lowest compared entry with this formula, charge and spin: 0.180 eV
* charge: -1
* HOMO level (alpha / beta): 0.9 / -6.0 eV

=====

Results for electronic energy: -13003.09762; -12999.68860; -22346.89870; -13560.43579; -8344.60667; -10412.18776 (in eV, following the order of the records).